Record 1
Entry from the OMol25 dataset: a single C5H4N2OS molecule (ωB97M-V/def2-TZVPD).

Last column: Mulliken charge in e.
CARTESIAN COORDINATES (ANGSTROEM)
C  -1.0912  -1.3156  -0.9292  0.397
C  0.4263  1.3255  -0.4093  -0.265
C  1.5467  0.4448  -0.0288  0.014
C  -0.7553  1.2897  0.4057  -0.082
C  -0.3099  -1.7168  0.0897  -0.436
N  -1.6653  -1.0807  -1.8706  -0.421
N  -1.0574  0.3458  1.2023  -0.486
O  1.5517  -0.1293  1.1324  -0.475
S  -0.1290  -0.9208  1.5405  0.292
H  0.7124  1.9920  -1.2342  0.336
H  2.4789  0.3832  -0.5357  0.437
H  -1.4792  2.1506  0.2672  0.306
H  -0.2285  -2.7684  0.3702  0.381

Values from the calculation:
* DFT total energy: -21108.0212 eV
* orbital gap: 8.031 eV
* energy relative to the best compared isomer or geometry (same formula, charge and spin): 334.4 kJ/mol

Record 2
Entry from the OMol25 dataset: a 2-piece molecular cluster, C5H4N4O overall (ωB97M-V/def2-TZVPD).

Last column: Mulliken charge in e.
CARTESIAN COORDINATES (ANGSTROEM)
C  0.5643  -1.9629  1.2591  0.065
C  -1.7246  -0.4323  1.6269  0.046
C  0.9223  0.5072  1.5908  0.870
C  0.1147  -0.6664  -0.7025  -1.104
C  0.3233  -0.6555  0.8641  0.642
N  0.9965  -3.0173  1.4322  -0.370
N  -2.8514  -0.5290  1.8238  -0.443
N  2.2089  0.4318  2.1935  -0.351
N  1.2905  0.3868  2.9766  -0.277
O  0.4445  1.6923  1.2814  -0.521
H  0.2414  0.3685  -1.0865  0.316
H  -0.9651  -0.7855  -0.7517  0.367
H  0.7233  -1.5076  -1.0464  0.369
H  -0.5628  1.6940  1.3205  0.392

Values from the calculation:
* DFT total energy: -13251.5827 eV
* orbital gap: 8.676 eV
* energy relative to the best compared isomer or geometry (same formula, charge and spin): 533.9 kJ/mol

Record 3
Entry from the OMol25 dataset: a single C5H4N4O molecule (ωB97M-V/def2-TZVPD).

Last column: Mulliken charge in e.
CARTESIAN COORDINATES (ANGSTROEM)
O  -1.6235  1.9784  -0.1227  -0.567
C  -1.2549  0.8259  -0.1118  0.431
N  -2.1211  -0.2944  0.2464  -0.460
C  -1.5229  -1.4271  0.0456  -0.021
N  -0.1926  -1.6774  -0.2450  -0.148
C  0.7462  -0.8179  -0.0438  0.629
N  2.1287  -0.8898  0.0258  -0.679
C  2.3510  0.4946  0.0944  -0.465
N  1.3017  1.2702  0.0493  -0.082
C  0.2081  0.4740  0.0926  -0.112
H  -2.3119  -2.2559  0.3937  0.293
H  0.0499  -2.7706  -0.2874  0.321
H  3.2730  0.8381  0.1185  0.563
H  0.9969  2.2045  -0.2389  0.298

Values from the calculation:
* DFT total energy: -13255.8542 eV
* orbital gap: 9.149 eV
* energy relative to the best compared isomer or geometry (same formula, charge and spin): 121.8 kJ/mol

Record 4
Entry from the OMol25 dataset: C5H4NO4PdS4SbSe as an isolated structure (ωB97M-V/def2-TZVPD).

Last column: Mulliken charge in e.
CARTESIAN COORDINATES (ANGSTROEM)
Pd  -1.6585  -1.3636  -0.2423  -0.033
O  -3.5375  -1.6932  0.9045  -0.577
S  -3.7041  -2.6221  -0.2846  1.666
O  -4.9365  -3.3489  -0.3240  -0.608
O  -3.4774  -1.6920  -1.4604  -0.554
O  -2.4577  -3.4564  -0.2576  -0.540
S  3.3085  -1.2791  -0.3064  -0.336
Sb  1.3399  -2.6266  -0.2942  0.666
S  -0.0780  -1.5055  -1.8599  -0.342
S  -0.0441  -1.5087  1.3465  -0.312
Se  -1.4869  1.0380  -0.2636  0.070
C  0.3555  1.5429  0.0521  -0.044
C  1.2767  1.6578  -0.9744  -0.114
C  2.5614  2.0997  -0.6714  -0.467
N  2.9549  2.4657  0.5467  -0.548
C  2.0487  2.3638  1.5222  -0.268
C  0.7588  1.9012  1.3313  -0.115
H  1.0118  1.3960  -1.9884  0.361
H  3.3010  2.1853  -1.4603  0.341
H  2.3821  2.6491  2.5140  0.347
H  0.0814  1.7966  2.1699  0.406

Values from the calculation:
* DFT total energy: -133636.7152 eV
* orbital gap (alpha / beta): 6.803 / 5.795 eV
* spin multiplicity: 2
* total charge: -1
* energy relative to the best compared isomer or geometry (same formula, charge and spin): 59.2 kJ/mol

Record 5
Entry from the OMol25 dataset: a 2-piece molecular cluster, C5H4NOS2 overall (ωB97M-V/def2-TZVPD).

Last column: Mulliken charge in e.
CARTESIAN COORDINATES (ANGSTROEM)
C  0.4337  -0.4896  0.2190  -0.016
C  -0.8253  -1.2265  0.2805  0.491
C  1.6675  -0.7963  0.0111  -0.108
C  1.8100  2.0859  -0.1039  0.546
C  -1.9867  -0.3506  -0.0984  -1.047
N  2.9617  2.1437  -0.2504  -0.636
O  0.5971  2.0729  0.0333  -0.740
S  3.1915  -1.1394  -0.0837  -0.349
S  -1.0458  -2.8236  0.4979  -0.378
H  0.2846  0.6999  0.0970  0.349
H  -1.6429  0.4094  -0.7328  0.339
H  -2.5704  0.1786  0.7670  0.230
H  -2.8750  -0.7645  -0.6365  0.319

Values from the calculation:
* DFT total energy: -30457.1063 eV
* orbital gap: 7.404 eV
* total charge: -1
* energy relative to the best compared isomer or geometry (same formula, charge and spin): 0.0 kJ/mol

Record 6
Entry from the OMol25 dataset: C5H4O as an isolated structure (ωB97M-V/def2-TZVPD).

Last column: Mulliken charge in e.
CARTESIAN COORDINATES (ANGSTROEM)
C  -0.9222  -0.5262  -0.0061  0.188
C  -1.5000  -1.6926  0.0757  -0.413
C  0.5462  -0.1138  0.0610  0.491
C  1.6587  -0.7405  -0.0191  -0.693
C  -1.0922  0.9368  -0.0547  -0.110
O  0.2859  1.2847  0.1338  -0.400
H  2.5728  -0.1305  0.1034  0.293
H  1.5516  -1.8399  0.0580  0.250
H  -1.4004  1.3475  -1.1078  0.180
H  -1.7005  1.4745  0.7559  0.215

Values from the calculation:
* DFT total energy: -7290.8668 eV
* orbital gap: 8.221 eV
* energy relative to the best compared isomer or geometry (same formula, charge and spin): 467.1 kJ/mol

Record 7
Entry from the OMol25 dataset: C5H4O as an isolated structure (ωB97M-V/def2-TZVPD).

Last column: Mulliken charge in e.
CARTESIAN COORDINATES (ANGSTROEM)
C  1.9731  -1.4329  0.1711  0.205
C  -2.5008  -0.4018  0.0987  -0.071
C  1.3676  -0.4555  -0.1985  -0.407
C  -1.3291  -0.2085  -0.0471  -0.520
C  0.4851  0.5792  -0.5033  -0.097
O  0.5611  1.7442  0.3257  -0.499
H  2.7224  -2.1748  0.3888  0.420
H  -3.5817  -0.1118  0.1819  0.310
H  0.3474  0.8721  -1.5630  0.271
H  -0.0453  1.5897  1.1457  0.388

Values from the calculation:
* DFT total energy: -7290.4013 eV
* orbital gap: 9.998 eV
* energy relative to the best compared isomer or geometry (same formula, charge and spin): 512.1 kJ/mol

Record 8
Entry from the OMol25 dataset: a single C5H4O2 molecule (ωB97M-V/def2-TZVPD).

Last column: Mulliken charge in e.
CARTESIAN COORDINATES (ANGSTROEM)
O  1.3011  -0.1696  -1.2798  -0.498
C  0.9083  -0.3388  0.0359  0.370
C  1.1925  0.7187  0.9219  -0.156
C  -0.0008  0.8953  0.3381  -0.059
C  -1.2718  0.3068  0.0179  -0.645
C  -1.1517  -1.0397  0.1126  -0.087
O  0.1157  -1.4831  0.2751  -0.344
H  0.9208  0.7529  -1.3606  0.412
H  2.0898  1.3090  1.0295  0.240
H  -2.1775  0.8487  -0.2016  0.352
H  -1.9264  -1.8000  0.1109  0.416

Values from the calculation:
* DFT total energy: -9339.3609 eV
* orbital gap: 9.093 eV
* energy relative to the best compared isomer or geometry (same formula, charge and spin): 465.2 kJ/mol

Record 9
Entry from the OMol25 dataset: a single C5H4O2 molecule (ωB97M-V/def2-TZVPD).

Last column: Mulliken charge in e.
CARTESIAN COORDINATES (ANGSTROEM)
O  -1.4621  2.0625  -0.8375  -0.515
C  -0.9065  1.1986  -0.2211  0.448
C  -1.2909  -0.1689  0.1151  -0.468
C  -0.3398  -1.1282  0.0184  -0.020
C  1.0521  -0.7757  -0.0886  -0.519
C  1.3399  0.5105  0.1875  -0.092
O  0.3897  1.4582  0.2743  -0.301
H  -2.3218  -0.3863  0.3560  0.358
H  -0.6229  -2.1752  0.0805  0.373
H  1.8368  -1.5034  -0.2669  0.346
H  2.3276  0.9144  0.3813  0.390

Values from the calculation:
* DFT total energy: -9343.8050 eV
* orbital gap: 9.598 eV
* energy relative to the best compared isomer or geometry (same formula, charge and spin): 36.4 kJ/mol

Record 10
Entry from the OMol25 dataset: C5H4O2 as an isolated structure (ωB97M-V/def2-TZVPD).

Last column: Mulliken charge in e.
CARTESIAN COORDINATES (ANGSTROEM)
O  -1.3828  -0.7335  0.9383  -0.486
C  -0.2259  -0.7507  0.2235  0.369
C  0.9883  0.0170  0.7580  -0.618
C  0.5486  1.1079  -0.1588  -0.051
C  -0.4296  0.6638  -1.0076  -0.785
C  -0.4416  -0.8093  -1.1953  0.692
O  -0.7270  -1.5567  -2.0857  -0.479
H  0.8719  0.3297  1.7997  0.273
H  1.9598  -0.4558  0.5965  0.289
H  0.8164  2.1621  -0.0470  0.380
H  -2.0102  -0.2320  0.3931  0.415

Values from the calculation:
* DFT total energy: -9339.2412 eV
* orbital gap (alpha / beta): 8.137 / 8.138 eV
* energy relative to the best compared isomer or geometry (same formula, charge and spin): 476.7 kJ/mol